Entry 1:
# C29H60Cl2N2OPS2

A 2-piece molecular cluster, C29H60Cl2N2OPS2 overall at a distorted geometry (wB97M-V/def2-TZVPD, the Open Molecules 2025 dataset).

Geometry as XYZ:
```
97
Properties=species:S:1:pos:R:3:forces:R:3
C 1.2160 5.4212 0.0977 -0.4 0.5 -0.7
C 2.5834 4.5402 -0.2715 -1.1 0.8 0.6
C 3.2596 4.0755 1.1594 0.4 0.5 -0.8
C 4.4281 2.8936 0.9723 -1.5 1.1 0.1
C 3.8987 1.5971 1.8179 0.8 -0.9 0.8
C 4.2650 0.1363 1.1804 1.1 -0.4 -0.1
C 4.0808 0.0010 -0.4391 0.3 -0.7 0.1
C 2.7070 0.6505 -1.0507 1.4 0.7 -1.4
N 1.7826 -0.4883 -1.4204 -1.9 0.8 -0.7
C 1.2987 -1.2732 -0.2229 -1.1 -0.8 0.3
C 0.7190 -0.3720 1.0173 0.3 0.3 1.1
C -0.5505 -1.0559 1.8231 0.3 1.0 1.0
C -0.1333 -1.4660 3.3897 -0.9 -0.3 0.4
C 0.0017 -3.0936 3.6005 -0.2 0.5 0.1
C -1.5010 -3.7699 3.7771 0.7 -0.6 -1.5
C -1.4307 -5.2489 3.0338 -0.4 -0.4 1.5
C -0.6574 -6.2807 4.0927 -0.3 0.5 -1.0
C 0.6627 -0.0593 -2.3417 -0.3 1.4 0.7
S -0.5327 1.1062 -2.0169 2.1 -2.1 -0.6
S 0.6433 -0.9013 -4.0567 0.3 0.9 0.9
C 0.3070 0.3589 -5.4069 0.4 0.9 -1.7
C -0.1795 -0.5078 -6.7511 0.1 -1.1 1.1
C -1.7878 -0.3520 -7.0693 1.0 0.5 -1.4
P -2.9065 -0.3508 -5.5210 -0.7 -0.7 -0.6
C -3.7154 -2.0437 -5.1197 -0.2 -0.9 0.4
C -2.8476 -2.8245 -3.9522 0.4 0.9 1.0
C -3.7107 -3.0273 -2.5343 1.0 -0.2 -0.3
C -3.8289 -1.5237 -1.8746 -0.2 -0.1 -1.3
N -4.5220 -1.4766 -0.5290 1.4 1.5 0.8
C -4.0490 -2.5600 0.4149 -0.3 -0.6 0.8
C -4.2983 -0.1678 0.2006 4.8 4.0 0.5
C -5.4678 0.5117 1.1836 0.8 -0.9 -1.1
O -3.1347 0.5357 0.1543 -6.8 -4.5 -0.4
H 1.3845 6.5819 -0.0526 -0.2 -2.4 0.4
H 0.3042 5.1462 -0.6220 2.0 0.5 1.6
H 0.8571 5.2620 1.2011 0.8 0.2 -2.1
H 2.2165 3.6513 -0.9410 1.0 1.4 1.4
H 3.2776 5.2306 -0.9251 -1.2 -1.5 1.4
H 2.3805 3.7436 1.8569 1.8 0.4 -1.3
H 3.7612 5.0112 1.6526 -1.1 -1.7 -0.9
H 4.5274 2.7393 -0.1826 -0.1 -0.1 2.2
H 5.4289 3.3681 1.3494 -1.8 -1.4 -0.6
H 4.4334 1.6402 2.8842 -1.3 -0.1 -2.2
H 2.7445 1.6032 2.0491 2.3 0.4 -0.7
H 3.6778 -0.7637 1.6821 1.1 2.1 -0.8
H 5.4154 -0.0866 1.4086 -2.5 0.5 -0.5
H 5.0465 0.4045 -1.0065 -2.3 -0.6 1.3
H 4.0504 -1.1662 -0.6823 0.1 2.6 0.4
H 3.0169 1.1678 -2.0810 -0.8 -1.1 2.2
H 2.2212 1.4976 -0.4061 0.8 -1.8 -0.9
H 0.3978 -1.9495 -0.6006 1.9 1.3 0.7
H 2.1829 -2.0075 0.0797 -2.0 1.7 -0.4
H 1.5703 -0.2210 1.8362 -1.7 -0.3 -1.9
H 0.4054 0.7259 0.6892 0.7 -2.5 0.4
H -1.3774 -0.2053 1.9538 1.6 -2.1 -0.7
H -0.9693 -1.9902 1.2472 0.7 1.8 1.2
H -1.0242 -1.1058 4.0961 1.9 -0.8 -1.5
H 0.8209 -0.8938 3.7698 -1.8 -1.1 -1.0
H 0.4882 -3.5399 2.6209 -0.9 0.8 2.0
H 0.7096 -3.3471 4.5264 -1.6 0.5 -2.0
H -1.8138 -3.8986 4.9028 0.6 0.4 -2.3
H -2.3006 -3.1271 3.1877 1.6 -1.1 1.4
H -2.5364 -5.6439 2.8385 2.4 0.8 0.3
H -0.8119 -5.2222 2.0400 -1.4 0.1 1.8
H 0.5058 -6.1144 3.8876 -2.5 -0.6 0.8
H -0.9603 -5.9443 5.1901 0.8 -1.0 -2.3
H -0.9901 -7.4037 3.8622 1.0 2.5 0.7
H 1.3216 0.8892 -5.7423 -2.3 -1.1 1.1
H -0.4835 1.1792 -5.1219 1.6 -1.6 -0.4
H 0.5116 -0.2542 -7.6700 -1.8 -0.3 1.8
H -0.0022 -1.6586 -6.5198 -0.2 2.4 -0.5
H -1.9247 0.6852 -7.6321 0.0 -2.2 1.3
H -2.1345 -1.2193 -7.8112 0.6 1.9 1.8
H -2.2537 0.1219 -4.3160 -0.3 -0.2 -0.8
H -3.9997 0.5897 -5.7914 1.1 -0.8 0.2
H -4.8006 -1.8032 -4.7046 2.2 -0.5 -1.1
H -3.7579 -2.7169 -6.0887 -0.1 1.7 1.9
H -1.9639 -2.0837 -3.6555 -1.6 -1.8 -0.6
H -2.3420 -3.8138 -4.3215 -1.3 1.9 0.6
H -4.7408 -3.5584 -2.7017 1.9 1.2 0.2
H -3.0505 -3.7788 -1.8898 -1.4 1.8 -1.2
H -4.5023 -0.8871 -2.6227 1.3 -1.2 1.6
H -2.7642 -1.0379 -1.9017 -1.8 -0.9 0.4
H -4.6192 -3.5517 0.1303 1.4 1.9 0.7
H -4.3792 -2.2485 1.5188 0.8 -0.8 -2.4
H -2.8694 -2.6923 0.3604 -2.5 0.2 0.3
H -6.4855 0.0348 0.8557 1.9 1.1 1.0
H -5.1488 0.2491 2.2811 -0.8 0.5 -2.1
H -5.4324 1.6927 1.0301 0.0 -2.8 0.3
Cl 4.0002 7.6627 3.6887 0.0 -0.1 -0.1
C 3.2463 6.7454 5.0160 -0.1 -0.1 0.3
C 4.1982 5.7270 5.6229 -0.1 0.2 0.3
Cl 4.5514 4.3869 4.5038 0.0 0.0 0.0
H 2.3401 6.2698 4.6286 0.3 0.0 0.0
H 2.9493 7.4750 5.7755 0.1 -0.1 -0.1
H 3.7476 5.2828 6.5157 0.0 0.1 -0.2
H 5.1483 6.1859 5.9138 -0.2 -0.1 -0.2
```
Forces are in eV/Å.

Values from the calculation:
Kohn-Sham gap (eV): 7.735
Maximum force (eV/Å): 8.19
Total charge: +1
Electronic energy (a.u.): -3383.06448

Entry 2:
# C10H6F5N2O3SV

C10H6F5N2O3SV as an isolated structure at a distorted geometry (wB97M-V/def2-TZVPD, the Open Molecules 2025 dataset).

Geometry as XYZ:
```
28
Properties=species:S:1:pos:R:3:forces:R:3
V 0.1066 0.4314 -0.2749 0.5 0.5 0.7
N 2.0012 0.5323 -1.0726 1.4 -0.2 0.3
C 1.9190 1.0668 -2.4336 -0.2 0.1 -1.1
C 0.6110 0.5357 -3.0422 0.4 0.2 -0.2
O 0.4660 0.3040 -4.2262 0.2 0.1 -0.1
N -0.2978 0.3719 -2.0658 -0.1 0.2 -2.0
C -1.5742 -0.1856 -2.3976 -0.7 -0.3 0.1
C -2.0286 -0.9452 -1.1368 -1.2 0.0 -2.0
O -3.0810 -1.5193 -1.0563 0.0 -0.1 0.2
O -1.1374 -0.8672 -0.1967 -0.1 -1.4 1.8
H 2.3464 -0.4339 -1.1123 0.1 0.4 0.0
H 2.6784 1.0695 -0.5267 -0.2 -0.3 0.0
H 1.8468 2.1595 -2.3899 0.1 -0.2 0.0
H 2.7738 0.7922 -3.0645 -0.2 0.1 0.2
H -2.3130 0.5992 -2.6072 0.1 -0.2 -0.1
H -1.5188 -0.8481 -3.2713 -0.1 0.1 0.2
F 0.1638 -2.6288 3.9443 0.0 0.3 -0.1
C -0.0220 -1.4744 3.3064 0.2 0.3 -0.2
C -1.3096 -0.9231 3.2067 0.0 0.2 -0.1
F -2.3294 -1.5404 3.7956 0.2 0.1 -0.2
C -1.5116 0.2412 2.4844 0.0 -0.2 0.1
F -2.7386 0.7367 2.3459 0.3 -0.3 0.1
C -0.4490 0.9146 1.8566 0.1 0.0 1.1
S -0.6944 2.2228 0.7417 -0.4 1.0 0.2
C 0.8318 0.3718 2.0223 0.1 0.3 0.3
F 1.9128 1.1000 1.6094 -0.1 -0.4 0.5
C 1.0505 -0.8048 2.7319 0.0 -0.4 0.1
F 2.2978 -1.2781 2.8302 -0.3 0.0 0.1
```
Forces are in eV/Å.

Values from the calculation:
2S+1: 3
Kohn-Sham gap (alpha / beta) (eV): 8.075 / 8.682
Maximum force (eV/Å): 2.35
Electronic energy (a.u.): -2561.45850

Q: Look up the electronic energy of the second one.
A: -2561.45850 a.u.

Q: Which formula does entry 2 have?
A: C10H6F5N2O3SV